Entry 1:
Molecular formula: C13H30GaN3OSi
Method: DFT, the ωB97M-V functional and the def2-TZVPD basis

Energy above the lowest of the compared OMol25 structures with the same formula, charge and spin = 0.0 kJ/mol
E_HOMO = -15.39 eV
LUMO level = -5.880 eV
E_tot = -80725.91071 eV
Kohn-Sham gap = 9.5 eV

```
! wB97M-V def2-TZVPD RIJCOSX def2/J DEFGRID3
* xyz 2 1
Ga 0.01 0.27 0.42
C -0.42 -2.55 -0.51
C -1.76 -2.01 -0.04
N -1.53 -1.05 1.06
C -1.13 -1.64 2.37
C 0.00 -0.83 2.99
N 1.05 -0.55 1.97
C 1.79 -1.76 1.51
C 1.90 -1.79 -0.01
N 0.58 -1.44 -0.64
H -0.02 -3.29 0.18
H -0.54 -3.05 -1.47
H -2.25 -1.47 -0.85
H -2.42 -2.83 0.26
H -2.36 -0.48 1.19
H -1.98 -1.66 3.05
H -0.84 -2.68 2.21
H -0.38 0.14 3.33
H 0.42 -1.35 3.85
H 1.70 0.13 2.36
H 2.79 -1.79 1.94
H 1.27 -2.64 1.88
H 2.63 -1.04 -0.34
H 2.25 -2.76 -0.36
H 0.73 -1.26 -1.62
C 1.00 3.28 -1.81
C 1.75 2.66 -0.66
O 1.57 1.18 -0.64
H 1.20 4.35 -1.83
H -0.08 3.13 -1.70
H 1.33 2.88 -2.77
H 1.39 3.00 0.30
H 2.82 2.83 -0.72
H 1.99 0.84 -1.44
C -3.88 4.00 2.53
Si -2.39 4.49 1.53
C -2.82 5.28 -0.09
C -1.15 5.45 2.52
C -1.51 2.88 1.08
C -0.92 1.85 0.79
H -4.44 4.89 2.82
H -3.58 3.49 3.45
H -4.55 3.35 1.97
H -3.37 6.22 0.08
H -3.45 4.64 -0.70
H -1.92 5.53 -0.66
H -1.58 6.41 2.83
H -0.26 5.67 1.93
H -0.86 4.91 3.42
*
```

Mulliken atomic charge list, values in e, 2 entries: atom 1 (Ga): 1.48, atom 2 (C): -0.56

Entry 2:
Molecular formula: C13H30N8O4RhS2
Method: DFT, the ωB97M-V functional and the def2-TZVPD basis

Energy above the lowest of the compared OMol25 structures with the same formula, charge and spin = 220.7 kJ/mol
E_HOMO = -11.77 eV
LUMO level = -5.257 eV
E_tot = -58749.81390 eV
Kohn-Sham gap = 6.5 eV

```
! wB97M-V def2-TZVPD RIJCOSX def2/J DEFGRID3
* xyz 1 1
Rh 0.78 0.82 0.05
C 1.71 1.17 2.81
N 0.51 0.41 2.31
C 0.60 -0.98 2.83
N 0.67 -0.99 4.27
C 1.84 -0.23 4.71
N 1.77 1.15 4.25
C 0.56 1.78 4.78
N -0.63 1.04 4.35
C -0.71 1.05 2.91
C -0.52 -0.34 4.82
H 1.64 2.20 2.45
H 2.61 0.71 2.41
H 1.49 -1.46 2.41
H -0.29 -1.53 2.51
H 2.75 -0.69 4.32
H 1.88 -0.24 5.80
H 0.49 2.81 4.42
H 0.60 1.79 5.87
H -0.79 2.07 2.54
H -1.59 0.49 2.59
H -1.41 -0.90 4.52
H -0.46 -0.35 5.91
C -3.22 -0.89 -3.01
C -2.25 -1.65 -2.12
C -1.49 -2.70 -2.93
C -3.01 -2.31 -0.96
N -1.26 -0.67 -1.63
N -0.53 -1.01 -0.48
H -3.92 -1.59 -3.47
H -2.69 -0.37 -3.80
H -3.80 -0.17 -2.43
H -2.19 -3.40 -3.40
H -0.82 -3.28 -2.30
H -0.91 -2.21 -3.71
H -3.85 -2.88 -1.37
H -3.41 -1.56 -0.28
H -2.38 -3.01 -0.41
H -1.61 0.28 -1.56
H 0.04 -1.83 -0.68
H -1.12 -1.21 0.33
O 0.06 4.44 -1.16
S 0.33 3.15 -0.66
O 1.80 2.78 -0.64
O -0.27 2.02 -1.48
O -0.13 2.84 0.73
S 2.54 -0.43 -1.06
C 2.19 0.10 -2.67
N 1.84 -0.74 -3.65
C 1.70 -0.03 -4.92
C 1.78 1.45 -4.48
N 2.28 1.34 -3.11
H 1.98 -1.73 -3.59
H 0.75 -0.26 -5.39
H 2.51 -0.30 -5.60
H 0.81 1.94 -4.47
H 2.48 2.03 -5.08
H 2.27 2.12 -2.44
*
```

Mulliken atomic charge list, values in e, 2 entries: atom 1 (Rh): 0.50, atom 2 (C): -0.58

Entry 3:
Molecular formula: C13H32AuBN3P2
Method: DFT, the ωB97M-V functional and the def2-TZVPD basis

E_HOMO (spin up / spin down) = -11.99 / -14.42 eV
LUMO level (spin up / spin down) = -7.391 / -11.263 eV
E_tot = -41397.50383 eV
Kohn-Sham gap (spin up / spin down) = 4.6 / 3.2 eV

```
! wB97M-V def2-TZVPD RIJCOSX def2/J DEFGRID3
* xyz 2 4
Au 0.17 0.00 -0.07
H 0.18 0.06 -3.51
H -1.44 -0.04 -1.76
P 0.31 -2.41 -0.25
P 0.29 2.42 -0.17
C 1.99 3.04 0.08
H 2.06 4.13 0.05
H 2.33 2.69 1.07
H 2.64 2.62 -0.70
C -0.26 3.18 -1.73
H -1.34 3.03 -1.85
H -0.06 4.26 -1.74
H 0.27 2.73 -2.58
C -0.66 3.31 1.10
H -0.35 2.97 2.10
H -0.51 4.40 1.04
H -1.73 3.10 0.95
C 0.84 -3.05 -1.87
H 0.97 -4.14 -1.86
H 0.09 -2.79 -2.63
H 1.80 -2.58 -2.13
C 1.51 -3.10 0.94
H 1.16 -2.85 1.95
H 1.61 -4.19 0.87
H 2.49 -2.65 0.76
C -1.19 -3.37 0.13
H -1.98 -3.12 -0.59
H -1.00 -4.45 0.07
H -1.52 -3.13 1.15
H -2.55 -0.88 -2.69
H -2.59 0.78 -2.65
H -1.23 1.02 -4.58
H -1.15 -1.00 -4.60
B -0.97 0.02 -3.94
N -1.97 -0.04 -2.67
H 1.22 0.09 -1.40
H 1.78 0.01 0.46
N -3.56 -0.33 2.32
C -2.88 -0.37 1.16
N -1.60 -0.08 1.35
C -1.42 0.17 2.71
C -0.26 0.52 3.43
C -0.42 0.71 4.81
C -1.67 0.54 5.43
C -2.82 0.19 4.71
C -2.66 0.02 3.34
H -4.54 -0.52 2.44
H -3.36 -0.63 0.20
H 0.69 0.63 2.91
H 0.45 0.99 5.41
H -1.75 0.68 6.51
H -3.80 0.05 5.18
*
```

Mulliken atomic charge list, values in e, 2 entries: atom 1 (Au): 0.92, atom 2 (H): -0.07

Entry 4:
Molecular formula: C13H32F2N3O9S2
Method: DFT, the ωB97M-V functional and the def2-TZVPD basis

E_HOMO = -12.49 eV
LUMO level = -2.842 eV
E_tot = -63990.47116 eV
Kohn-Sham gap = 9.6 eV

```
! wB97M-V def2-TZVPD RIJCOSX def2/J DEFGRID3
* xyz 1 1
C -15.68 35.60 3.54
N -15.79 35.32 2.05
C -15.24 33.89 1.84
C -17.20 35.30 1.52
C -15.01 36.52 1.46
C -14.48 36.50 0.05
O -15.35 36.02 -0.87
H -16.16 36.51 3.89
H -14.66 35.50 3.92
H -16.32 34.84 3.98
H -14.22 33.84 2.22
H -15.25 33.62 0.78
H -15.64 33.13 2.51
H -17.45 36.34 1.31
H -17.87 34.81 2.23
H -17.17 34.68 0.62
H -14.13 36.61 2.11
H -15.55 37.46 1.57
H -13.75 35.72 -0.14
H -14.15 37.50 -0.24
H -15.83 36.79 -1.16
C -15.36 43.60 -1.13
N -16.47 42.79 -1.63
C -17.69 43.79 -1.72
C -16.04 42.45 -3.13
C -16.84 41.56 -0.79
C -15.61 40.70 -0.26
O -15.11 40.04 -1.41
H -15.18 44.47 -1.76
H -14.44 43.06 -0.92
H -15.82 43.82 -0.17
H -17.38 44.62 -2.35
H -17.86 44.20 -0.72
H -18.57 43.39 -2.22
H -16.86 41.94 -3.64
H -15.25 41.70 -3.13
H -15.77 43.30 -3.75
H -17.46 40.95 -1.44
H -17.26 41.90 0.16
H -16.01 39.94 0.41
H -14.89 41.24 0.36
H -15.54 39.18 -1.46
N -16.72 38.13 -1.91
S -18.20 37.87 -1.97
O -18.68 36.61 -2.48
O -19.00 39.06 -2.06
F -18.33 37.55 -0.40
S -16.76 38.40 -3.58
O -17.38 39.66 -4.03
O -16.78 37.26 -4.48
F -15.18 38.83 -3.89
C -12.06 42.02 -5.50
C -12.74 41.33 -4.37
O -11.66 40.64 -3.76
C -10.49 41.09 -4.20
O -9.36 40.93 -3.73
O -10.67 41.94 -5.22
H -12.42 43.03 -5.69
H -12.23 41.50 -6.44
H -13.48 40.64 -4.77
H -13.12 42.06 -3.65
*
```

Mulliken atomic charge list, values in e, 2 entries: atom 1 (C): -1.04, atom 2 (N): 0.13

Entry 5:
Molecular formula: C13H32FNO3Si
Method: DFT, the ωB97M-V functional and the def2-TZVPD basis

E_HOMO = -9.31 eV
LUMO level = 0.603 eV
E_tot = -32229.18854 eV
Kohn-Sham gap = 9.9 eV

```
! wB97M-V def2-TZVPD RIJCOSX def2/J DEFGRID3
* xyz 0 1
C 1.25 -2.79 0.63
C 1.51 -1.75 -0.45
O 2.18 -2.01 -1.42
N 1.00 -0.45 -0.28
C 2.08 0.54 -0.20
C -0.02 -0.24 0.76
C -1.05 0.80 0.32
C -2.33 0.76 1.15
C -3.10 -0.57 1.11
Si -3.57 -1.21 -0.59
F -5.17 -1.38 -0.64
H 1.25 -2.37 1.63
H 0.28 -3.27 0.47
H 2.02 -3.55 0.53
H 2.71 0.38 0.68
H 2.69 0.50 -1.09
H 1.64 1.54 -0.13
H 0.44 0.09 1.70
H -0.51 -1.19 0.96
H -0.61 1.79 0.43
H -1.24 0.67 -0.75
H -2.05 0.98 2.19
H -2.99 1.57 0.83
H -2.54 -1.35 1.64
H -4.04 -0.46 1.66
H -3.20 -0.28 -1.68
H -2.97 -2.53 -0.87
C 2.21 -2.84 -4.64
C 2.99 -2.83 -5.95
C 3.15 -1.42 -6.50
O 2.39 -3.69 -6.92
H 1.21 -2.44 -4.81
H 2.12 -3.86 -4.26
H 2.69 -2.23 -3.88
H 3.98 -3.26 -5.78
H 2.17 -0.99 -6.71
H 3.73 -1.44 -7.43
H 3.66 -0.78 -5.79
H 1.51 -3.36 -7.10
C -1.54 3.49 6.36
C -0.96 3.33 4.97
C -0.93 4.65 4.21
O -1.66 2.33 4.23
H -2.58 3.84 6.30
H -1.54 2.53 6.89
H -0.98 4.21 6.95
H 0.06 2.94 5.05
H -1.95 5.03 4.09
H -0.49 4.51 3.22
H -0.35 5.40 4.75
H -2.57 2.63 4.13
*
```

Mulliken atomic charge list, values in e, 2 entries: atom 1 (C): -1.17, atom 2 (C): 0.60

Entry 6:
Molecular formula: C13H32FO11S4
Method: DFT, the ωB97M-V functional and the def2-TZVPD basis

E_HOMO = -12.79 eV
LUMO level = -3.087 eV
E_tot = -82572.95389 eV
Kohn-Sham gap = 9.7 eV

```
! wB97M-V def2-TZVPD RIJCOSX def2/J DEFGRID3
* xyz 1 1
O 0.26 -1.82 -4.50
C 0.86 -2.12 -3.50
O 1.30 -3.34 -3.19
C 1.24 -1.09 -2.43
S 2.46 0.11 -3.06
C 2.90 -0.25 -4.77
C 2.15 0.69 -5.72
F 2.81 0.65 -6.93
H 1.26 -3.92 -3.97
H 0.36 -0.51 -2.13
H 1.68 -1.56 -1.54
H 3.55 -0.28 -2.36
H 2.70 -1.30 -5.02
H 3.98 -0.06 -4.85
H 2.15 1.73 -5.34
H 1.11 0.37 -5.86
O -0.25 -1.02 0.44
S -0.70 -2.34 0.79
O 0.14 -3.46 0.49
O -2.14 -2.56 0.17
C -2.32 -2.40 -1.26
C -1.82 -3.58 -2.05
C -1.19 -2.39 2.48
H -1.87 -1.46 -1.56
H -3.40 -2.29 -1.37
H -0.73 -3.68 -1.98
H -2.09 -3.46 -3.10
H -2.26 -4.50 -1.68
H -1.83 -1.54 2.69
H -0.27 -2.33 3.06
H -1.68 -3.34 2.66
O 3.66 0.55 -0.54
S 4.25 1.64 0.20
O 5.54 1.41 0.77
O 3.21 2.09 1.27
C 2.59 1.06 2.09
C 3.54 0.45 3.09
C 4.28 3.12 -0.75
H 2.15 0.31 1.43
H 1.77 1.58 2.60
H 4.33 -0.12 2.60
H 2.98 -0.23 3.73
H 4.00 1.22 3.71
H 3.30 3.29 -1.18
H 5.04 2.98 -1.53
H 4.57 3.93 -0.10
O -2.55 0.83 2.86
S -3.11 2.14 3.03
O -2.94 2.81 4.28
O -4.64 2.10 2.62
C -5.49 1.11 3.27
C -5.82 1.47 4.70
C -2.56 3.20 1.73
H -5.00 0.14 3.20
H -6.38 1.10 2.65
H -4.94 1.45 5.34
H -6.54 0.76 5.09
H -6.25 2.47 4.76
H -2.71 2.69 0.78
H -1.51 3.39 1.91
H -3.13 4.12 1.77
*
```

Mulliken atomic charge list, values in e, 2 entries: atom 1 (O): -0.53, atom 2 (C): 0.34

Entry 7:
Molecular formula: C13H32O3PtSSi
Method: DFT, the ωB97M-V functional and the def2-TZVPD basis

Energy above the lowest of the compared OMol25 structures with the same formula, charge and spin = 0.0 kJ/mol
E_HOMO (spin up / spin down) = -15.01 / -16.64 eV
LUMO level (spin up / spin down) = -6.852 / -12.241 eV
E_tot = -42081.38498 eV
Kohn-Sham gap (spin up / spin down) = 8.2 / 4.4 eV

```
! wB97M-V def2-TZVPD RIJCOSX def2/J DEFGRID3
* xyz 2 5
Pt 0.18 0.03 -0.04
C 0.66 -0.27 -1.92
H 1.74 -0.43 -2.00
H 0.15 -1.18 -2.26
H 0.36 0.58 -2.55
H -1.05 0.72 -1.10
H -1.45 0.09 -0.51
C -1.38 2.74 0.97
C -0.55 2.10 2.07
C 0.86 2.68 2.06
C -1.29 2.18 3.39
O -0.47 0.63 1.78
Si 0.50 -0.43 2.77
S 1.89 -0.93 1.39
O 1.00 0.38 4.08
C 1.67 0.83 5.30
C 3.10 0.31 5.29
C 1.67 2.35 5.34
C 0.90 0.33 6.51
O -0.56 -1.57 3.26
C -0.52 -2.92 3.79
C 0.76 -3.64 3.39
C -0.65 -2.87 5.31
C -1.73 -3.65 3.21
H -1.59 3.79 1.24
H -2.34 2.22 0.85
H -0.85 2.74 0.02
H 0.82 3.75 2.33
H 1.52 2.18 2.77
H 1.29 2.60 1.05
H -2.26 1.68 3.29
H -0.73 1.69 4.20
H -1.46 3.23 3.68
H 3.65 0.67 4.41
H 3.62 0.67 6.18
H 3.13 -0.79 5.31
H 0.65 2.75 5.31
H 2.13 2.68 6.28
H 2.27 2.77 4.52
H -0.16 0.62 6.45
H 0.98 -0.76 6.61
H 1.32 0.78 7.42
H 1.65 -3.15 3.82
H 0.72 -4.67 3.79
H 0.87 -3.69 2.30
H -1.54 -2.29 5.60
H -0.76 -3.89 5.71
H 0.24 -2.43 5.76
H -2.66 -3.14 3.47
H -1.65 -3.72 2.12
H -1.77 -4.68 3.60
*
```

Mulliken atomic charge list, values in e, 2 entries: atom 1 (Pt): 1.09, atom 2 (C): -1.08

Entry 8:
Molecular formula: C13H33AgAsCl2O7P2
Method: DFT, the ωB97M-V functional and the def2-TZVPD basis

Energy above the lowest of the compared OMol25 structures with the same formula, charge and spin = 8.0 kJ/mol
E_HOMO = -5.70 eV
LUMO level = 2.394 eV
E_tot = -136816.89204 eV
Kohn-Sham gap = 8.1 eV

```
! wB97M-V def2-TZVPD RIJCOSX def2/J DEFGRID3
* xyz -1 1
Ag -0.04 0.86 -1.48
C 3.16 0.07 2.03
C 2.78 1.55 1.98
O 3.69 2.32 2.76
P 1.13 1.77 2.71
O 1.28 1.48 4.28
O 0.85 3.32 2.71
O 0.11 0.89 2.11
P 2.94 2.17 0.23
O 2.09 3.58 0.31
O 4.39 2.49 0.15
O 2.26 1.28 -0.76
H 3.24 -0.25 3.07
H 4.13 -0.07 1.55
H 2.42 -0.54 1.52
H 4.37 2.61 2.12
H 0.77 0.69 4.49
H 1.23 3.71 1.90
H 1.41 3.63 -0.38
Cl 0.47 -0.28 -3.71
C -0.28 2.62 -2.52
Cl -0.40 4.22 -1.71
H -1.12 2.52 -3.20
H 0.66 2.62 -3.06
C -2.26 -2.66 -1.78
C -0.76 -2.87 -1.68
As 0.13 -1.52 -0.59
C -0.32 -2.06 1.24
C -0.67 -3.53 1.46
C 1.99 -2.02 -0.86
C 2.48 -3.27 -0.14
H -2.73 -3.42 -2.40
H -2.47 -1.69 -2.24
H -2.75 -2.68 -0.81
H -0.29 -2.77 -2.66
H -0.52 -3.86 -1.29
H -1.15 -1.41 1.55
H 0.52 -1.74 1.86
H -1.54 -3.82 0.88
H -0.89 -3.71 2.51
H 0.15 -4.19 1.17
H 2.58 -1.14 -0.61
H 2.07 -2.13 -1.95
H 2.40 -3.17 0.94
H 3.53 -3.45 -0.37
H 1.92 -4.16 -0.44
C -3.77 2.41 -1.66
C -3.04 1.15 -1.19
C -3.95 0.32 -0.28
C -1.75 1.50 -0.46
H -4.68 2.16 -2.21
H -3.13 3.02 -2.30
H -4.05 3.03 -0.80
H -2.82 0.55 -2.07
H -4.25 0.91 0.60
H -3.44 -0.57 0.07
H -4.86 0.01 -0.81
H -1.60 0.95 0.47
H -1.63 2.56 -0.26
*
```

Mulliken atomic charge list, values in e, 2 entries: atom 1 (Ag): 0.82, atom 2 (C): -1.87